{
  "formula": "C6H10O",
  "method": "ωB97M-V with the def2-TZVPD basis set",
  "symbols": ["C", "C", "C", "C", "C", "C", "O", "H", "H", "H", "H", "H", "H", "H", "H", "H", "H"],
  "positions_angstrom": [[2.0226, 0.6732, -0.1706], [1.3243, -0.3042, -1.1199], [0.5095, -0.6890, 0.1284], [-0.9942, -0.6499, 0.0522], [-1.7726, -0.1139, 1.2173], [-1.7054, 0.6651, -0.0675], [1.0683, 0.4118, 0.8722], [3.0354, 0.3696, 0.1288], [2.0343, 1.7300, -0.4581], [1.9394, -1.0845, -1.5735], [0.7160, 0.1840, -1.8866], [0.8347, -1.6422, 0.5717], [-1.4251, -1.4967, -0.4814], [-1.1969, 0.2721, 2.0537], [-2.7042, -0.6041, 1.4860], [-2.5932, 0.7161, -0.6919], [-1.0928, 1.5626, -0.0608]],
  "forces_ev_per_a": [[0.3, 0.2, -0.1], [0.0, 0.0, -0.1], [-0.2, -0.3, 0.0], [0.1, -0.1, -0.1], [0.0, -0.1, 0.2], [0.0, 0.2, -0.1], [0.0, 0.1, 0.1], [-0.2, 0.0, 0.0], [0.0, -0.1, 0.0], [-0.1, 0.1, 0.1], [0.1, -0.1, 0.1], [0.0, 0.1, -0.1], [0.1, 0.1, 0.1], [-0.1, -0.1, -0.1], [0.2, 0.1, -0.1], [0.2, 0.0, 0.1], [-0.1, -0.1, 0.0]],
  "lowdin_charge": [-0.1714, -0.0823, -0.3073, -0.2538, -0.1104, -0.1139, -0.0995, 0.1142, 0.1136, 0.1052, 0.1123, 0.1483, 0.1417, 0.1035, 0.0981, 0.0982, 0.1038],
  "total_energy_ha": -309.788600,
  "smiles": "C1C[C@H](C2CC2)O1"
}



{
  "formula": "C30H51Br2N9",
  "method": "ωB97M-V with the def2-TZVPD basis set",
  "symbols": ["Br", "C", "C", "Br", "H", "H", "H", "H", "C", "C", "C", "C", "N", "H", "H", "H", "H", "H", "H", "H", "C", "C", "C", "C", "N", "H", "H", "H", "H", "H", "H", "H", "C", "C", "C", "C", "N", "H", "H", "H", "H", "H", "H", "H", "C", "C", "C", "C", "N", "H", "H", "H", "H", "H", "H", "H", "C", "C", "C", "C", "N", "H", "H", "H", "H", "H", "H", "H", "C", "C", "N", "H", "H", "H", "C", "C", "N", "H", "H", "H", "C", "C", "N", "H", "H", "H", "C", "C", "N", "H", "H", "H"],
  "positions_angstrom": [[-9.7643, -20.8009, -7.4722], [-9.1186, -20.1589, -9.1854], [-9.5342, -18.7225, -9.4607], [-8.7752, -18.1705, -11.2080], [-9.4095, -20.8836, -9.9505], [-8.0543, -20.2071, -9.1157], [-8.9902, -18.1100, -8.7411], [-10.6023, -18.4261, -9.5131], [-4.8680, -17.4380, -7.8002], [-4.2047, -17.5219, -9.1526], [-5.0670, -18.2407, -10.2261], [-5.5309, -19.5329, -9.8002], [-5.7755, -20.6138, -9.4818], [-5.1355, -18.4384, -7.3946], [-5.8095, -16.8435, -7.7806], [-4.1351, -16.9167, -7.1433], [-3.2904, -18.1028, -9.0267], [-4.0213, -16.4823, -9.5223], [-4.4920, -18.3594, -11.1282], [-5.9977, -17.6718, -10.4384], [-5.7058, -19.3704, -3.1399], [-5.9044, -18.9384, -4.6131], [-7.2324, -19.4653, -5.0264], [-8.3194, -18.8822, -4.2313], [-9.2107, -18.3895, -3.6704], [-6.5338, -18.9562, -2.5625], [-4.7561, -18.9777, -2.7872], [-5.6838, -20.4508, -3.0032], [-5.1331, -19.3987, -5.2490], [-5.8184, -17.8362, -4.7386], [-7.3269, -20.5449, -4.9241], [-7.4601, -19.2433, -6.0845], [-4.3889, -22.3745, -6.7102], [-5.5038, -22.8619, -5.7656], [-6.7334, -23.1137, -6.5621], [-6.5012, -24.0878, -7.6331], [-6.3555, -24.8119, -8.4886], [-3.9433, -23.1622, -7.2831], [-3.6148, -21.8245, -6.1758], [-4.8144, -21.6627, -7.4230], [-5.7434, -22.1473, -5.0022], [-5.1900, -23.7716, -5.2520], [-7.0508, -22.1430, -6.9041], [-7.5158, -23.5471, -5.9108], [-1.1666, -15.9423, -7.4571], [-0.4943, -16.3514, -8.7073], [1.0576, -16.0889, -8.6988], [1.7176, -16.7174, -7.5754], [2.1796, -17.3040, -6.7263], [-2.2355, -16.0816, -7.5444], [-0.9266, -14.9309, -7.1564], [-0.7975, -16.5789, -6.6591], [-0.8596, -15.7703, -9.5379], [-0.7170, -17.4200, -8.9355], [1.2254, -15.0085, -8.5576], [1.5336, -16.3671, -9.6184], [-1.4446, -19.5293, -7.1489], [-0.6801, -19.3223, -5.8095], [-1.5816, -19.2805, -4.6585], [-2.4716, -18.0529, -4.6417], [-3.1297, -17.1195, -4.6158], [-0.6967, -19.5924, -7.9644], [-2.0952, -18.6726, -7.4062], [-2.0291, -20.4506, -7.1056], [0.0137, -18.4909, -5.9461], [-0.0183, -20.1873, -5.7337], [-1.1353, -19.3091, -3.6799], [-2.2723, -20.1227, -4.6284], [-6.5056, -22.8891, -11.8571], [-5.4663, -22.2205, -12.6653], [-4.6956, -21.7037, -13.2923], [-6.5470, -23.9466, -12.0616], [-7.4626, -22.4252, -12.1290], [-6.2637, -22.8236, -10.8243], [-8.8315, -15.2623, -4.8612], [-8.4816, -16.0957, -5.9720], [-8.2079, -16.7462, -6.8845], [-9.4847, -15.8283, -4.2031], [-9.2798, -14.3159, -5.1235], [-7.9503, -15.0781, -4.2494], [-4.3412, -14.2181, -6.6212], [-3.9492, -14.1331, -8.0371], [-3.6289, -14.0720, -9.1226], [-3.9050, -15.0220, -6.0494], [-5.4396, -14.2960, -6.6076], [-4.0505, -13.2791, -6.1591], [-2.0604, -19.9879, -12.8553], [-1.5141, -19.6468, -11.5757], [-1.1013, -19.3940, -10.5139], [-2.0531, -19.0912, -13.5018], [-3.1002, -20.3653, -12.8201], [-1.4244, -20.7292, -13.3447]],
  "forces_ev_per_a": [[-0.2, 0.1, 0.0], [-0.6, -0.1, -0.8], [0.2, 0.4, 0.1], [-0.2, -0.2, 0.3], [-0.3, 0.2, 0.2], [0.6, 0.0, 0.1], [-0.4, 0.2, -0.1], [0.7, -0.7, 0.2], [-0.3, 0.5, 0.8], [-0.7, 0.2, -0.7], [-0.7, 1.3, 0.6], [0.5, -1.4, 0.2], [-0.2, 0.5, 0.0], [0.4, 0.6, -0.1], [0.6, -0.3, -0.2], [-0.7, -0.7, 0.0], [0.2, 0.3, -0.3], [0.2, -1.0, 0.2], [0.1, -0.1, -0.5], [0.7, 0.0, -0.1], [0.5, 0.8, -0.6], [1.0, -0.3, 0.9], [-1.4, 0.2, -1.2], [-1.6, 0.8, 0.4], [1.4, -0.7, -0.7], [0.2, -0.1, 0.3], [0.0, 0.1, 0.3], [-0.1, -0.1, -0.2], [-0.1, 0.2, 0.1], [-0.1, -0.7, 0.1], [0.2, -0.2, 0.1], [0.0, 0.0, 0.4], [-0.5, 1.1, 0.7], [1.7, -0.6, -0.2], [-0.9, -1.0, 0.6], [-0.7, 2.0, 1.4], [0.4, -1.6, -1.7], [0.2, -0.6, -0.2], [0.1, -0.2, 0.1], [0.0, 0.0, 0.0], [0.0, 0.6, 0.4], [0.1, 0.0, 0.1], [-0.5, 0.1, -0.8], [0.1, 0.3, -0.4], [0.2, -0.3, 1.0], [1.3, -0.7, -1.2], [-1.2, 0.9, 0.7], [-0.8, 0.4, -1.7], [1.0, -1.1, 1.9], [-0.2, 0.1, 0.1], [-0.1, 0.4, -0.1], [-0.2, -0.1, 0.4], [-0.3, 0.2, -0.5], [0.4, 0.7, 0.1], [-0.1, -0.2, -0.2], [0.2, -0.3, -0.5], [0.8, 0.6, 0.0], [0.9, -0.7, -2.5], [-2.2, 1.3, 1.4], [1.2, -1.4, -0.1], [-0.4, 0.6, 0.0], [-0.6, -0.2, 0.4], [0.1, -0.4, 0.3], [0.0, 0.1, -0.2], [-0.3, 0.2, 0.5], [0.0, -0.1, 0.3], [0.7, 0.1, 0.4], [-0.1, -0.2, -0.3], [0.1, 0.4, -1.2], [-3.0, -2.2, 2.5], [2.5, 1.7, -2.1], [0.0, -0.3, -0.4], [0.2, -0.2, 0.4], [0.0, 0.5, 0.9], [0.1, -0.1, 1.3], [0.2, -0.5, -1.4], [-0.1, 0.3, 0.6], [-0.3, 0.0, 0.0], [-0.1, 0.1, -0.3], [0.2, 0.1, -0.1], [-0.7, 0.8, -0.6], [-0.3, -0.5, 2.3], [0.5, 0.2, -1.8], [0.3, -0.4, -0.2], [0.4, 0.0, 0.2], [-0.1, 0.1, 0.2], [-0.4, 0.3, -1.3], [0.8, 0.5, 2.8], [-0.7, -0.4, -2.1], [0.0, -0.3, 0.3], [0.7, 0.1, 0.2], [-0.2, 0.0, 0.1]],
  "lowdin_charge": [0.6670, -0.7051, -0.6340, 0.6155, 0.0562, -0.0190, -0.0012, 0.0681, -0.1185, -0.2389, -0.1663, -0.2179, 0.1907, 0.0680, 0.0629, 0.0330, 0.0760, 0.0957, 0.1089, 0.0839, -0.0870, -0.2763, -0.2419, -0.2303, 0.1627, 0.0689, 0.0588, 0.0722, 0.0901, 0.1082, 0.0988, 0.0817, -0.0881, -0.2539, -0.2191, -0.2283, 0.1581, 0.0722, 0.0469, 0.0420, 0.0766, 0.1169, 0.0664, 0.1326, -0.1222, -0.2455, -0.1569, -0.2506, 0.1561, 0.0300, 0.0905, 0.0534, 0.1004, 0.0725, 0.1240, 0.1091, -0.0877, -0.2600, -0.1786, -0.1840, 0.1724, 0.0565, 0.0460, 0.0597, 0.0747, 0.1182, 0.1147, 0.1088, -0.0548, -0.2507, 0.1394, 0.0774, 0.0879, 0.0258, -0.0658, -0.2567, 0.1743, 0.0664, 0.0848, 0.0891, -0.0589, -0.2911, 0.1538, 0.0347, 0.0834, 0.0829, -0.0868, -0.2557, 0.1551, 0.0950, 0.0260, 0.0896],
  "total_energy_ha": -6814.476444,
  "smiles": "BrCCBr.CCCC#N.CCCC#N.CCCC#N.CCCC#N.CCCC#N.CC#N.CC#N.CC#N.CC#N"
}



{
  "formula": "C5H8N2O",
  "method": "ωB97M-V with the def2-TZVPD basis set",
  "symbols": ["C", "C", "C", "C", "C", "H", "H", "H", "H", "H", "H", "H", "H", "N", "N", "O"],
  "positions_angstrom": [[1.6097, -1.6958, 0.8363], [0.7994, 0.0871, -0.3958], [-0.0921, -0.5784, -1.4119], [-0.9812, 1.1846, 1.0205], [-0.1776, 0.0146, 0.7639], [2.8157, -1.8116, 1.8575], [0.4124, -2.1344, 1.0466], [2.1461, -1.9152, -0.4457], [0.6776, 1.3941, -0.5123], [-0.4437, -1.6268, -1.3398], [0.4197, -0.6252, -2.3885], [-1.3402, 1.7706, 1.8231], [-0.8589, -0.7389, 1.0325], [1.3648, -0.1648, 0.7672], [-1.5448, 1.2602, -0.1756], [-1.1898, 0.4934, -1.2617]],
  "forces_ev_per_a": [[1.8, 1.0, -0.6], [-5.1, 5.5, -2.6], [1.2, 0.7, 0.1], [0.0, -1.1, -5.2], [4.4, 0.9, 3.7], [-4.0, -0.2, -2.9], [4.3, 0.2, -0.5], [-1.8, 0.0, 4.3], [1.4, -3.9, -0.9], [-0.1, 0.7, 1.0], [-1.1, 1.2, -0.3], [-0.2, 0.5, 0.6], [0.2, -2.3, -0.4], [0.9, -4.2, 4.5], [-1.1, 1.9, 1.4], [-1.0, -0.9, -2.2]],
  "lowdin_charge": [-0.1017, -0.3705, -0.0909, -0.0510, -0.3018, 0.1802, 0.1234, 0.1584, 0.2270, 0.1193, 0.1129, 0.1064, 0.1172, -0.0964, 0.0306, -0.1631],
  "total_energy_ha": -379.621324
}



It is found that the energy relative to the best compared isomer or geometry (same formula, charge and spin) values, taken in the order of the records, are 33.7, 0.0, 293.0 kcal per mole.
It is found that the HOMO level values, taken in the order of the records, are -0.3523, -0.3828, -0.3239 hartree.
It is found that the HOMO-LUMO gap values, taken in the order of the records, are 0.39654, 0.39871, 0.34018 Eh.